{
  "formula": "C18H29F4N2O18",
  "method": "ωB97M-V/def2-TZVPD",
  "species": ["N", "H", "H", "H", "H", "N", "H", "H", "H", "H", "C", "C", "O", "O", "H", "H", "H", "C", "C", "O", "O", "H", "H", "H", "C", "C", "O", "O", "H", "H", "H", "C", "C", "O", "C", "O", "O", "F", "H", "H", "H", "C", "C", "O", "C", "O", "O", "F", "H", "H", "H", "C", "C", "O", "C", "O", "O", "F", "H", "H", "H", "C", "C", "O", "C", "O", "O", "F", "H", "H", "H"],
  "coordinates": [[-14.10, -0.88, 18.77], [-14.78, -1.60, 18.99], [-14.31, -0.08, 19.35], [-14.19, -0.64, 17.79], [-13.18, -1.18, 19.04], [-9.46, -0.50, 14.64], [-8.83, 0.28, 14.72], [-9.23, -1.29, 14.05], [-10.39, -0.24, 14.36], [-9.46, -0.90, 15.57], [-7.61, -0.56, 20.99], [-8.13, -1.75, 20.20], [-7.55, -2.87, 20.36], [-9.10, -1.48, 19.42], [-8.33, -0.16, 21.70], [-7.40, 0.39, 20.49], [-6.78, -0.84, 21.65], [-17.44, 0.45, 14.25], [-16.12, -0.36, 14.01], [-15.06, 0.13, 14.39], [-16.25, -1.51, 13.64], [-17.89, -0.11, 15.07], [-18.09, 0.51, 13.37], [-17.35, 1.47, 14.62], [-15.55, -6.76, 21.94], [-15.69, -5.92, 20.70], [-16.46, -4.96, 20.68], [-14.88, -6.04, 19.78], [-14.61, -6.45, 22.40], [-15.42, -7.83, 21.74], [-16.35, -6.53, 22.65], [-18.20, -1.47, 25.13], [-18.69, -0.25, 25.79], [-18.22, -0.28, 27.14], [-17.33, -1.31, 27.22], [-16.63, -1.60, 28.21], [-17.32, -1.99, 26.10], [-20.00, -0.18, 25.74], [-17.57, -1.16, 24.30], [-19.05, -2.09, 24.84], [-18.35, 0.68, 25.35], [-12.82, 3.60, 27.68], [-11.96, 2.47, 28.14], [-12.04, 1.65, 27.07], [-12.77, 1.98, 26.10], [-13.08, 1.35, 25.09], [-13.23, 3.18, 26.35], [-12.55, 1.90, 29.21], [-12.23, 4.52, 27.66], [-13.70, 3.85, 28.28], [-11.01, 2.93, 28.41], [-17.14, 6.73, 20.72], [-17.61, 6.40, 22.09], [-17.39, 5.01, 22.13], [-17.26, 4.54, 20.93], [-17.30, 3.36, 20.70], [-17.02, 5.52, 20.11], [-18.93, 6.55, 22.08], [-16.24, 7.35, 20.68], [-17.84, 7.43, 20.27], [-17.13, 7.05, 22.83], [-12.06, 6.60, 16.20], [-12.30, 5.12, 16.49], [-12.08, 5.01, 17.87], [-11.24, 6.06, 18.26], [-10.67, 6.18, 19.34], [-11.29, 7.01, 17.29], [-11.31, 4.46, 15.94], [-12.99, 7.17, 16.24], [-11.48, 6.76, 15.29], [-13.29, 4.72, 16.25]],
  "homo_ev": -3.57,
  "charge": -1,
  "largest_force_ha_per_bohr": 0.1389,
  "orbital_gap_ev": 3.05,
  "spin_multiplicity": 1,
  "e_lumo_ev": -0.52,
  "relative_energy_kcal_mol": 238.6
}

---

{
  "formula": "C18H29F5N6O5Pr",
  "method": "ωB97M-V/def2-TZVPD",
  "species": ["Pr", "O", "C", "O", "C", "O", "C", "C", "O", "O", "H", "H", "H", "H", "H", "C", "N", "C", "C", "N", "C", "C", "N", "C", "C", "N", "C", "N", "C", "C", "C", "N", "C", "H", "H", "H", "H", "H", "H", "H", "H", "H", "H", "H", "H", "H", "H", "H", "H", "H", "H", "H", "H", "H", "H", "H", "H", "F", "C", "F", "C", "F", "F", "F"],
  "coordinates": [[0.22, 0.20, -0.14], [2.52, -3.13, 1.08], [1.62, -2.25, 1.42], [1.71, -1.05, 1.17], [0.52, -2.82, 2.30], [-0.73, -2.20, 2.10], [-1.46, -2.73, 0.99], [-0.91, -1.97, -0.22], [-1.59, -1.03, -0.67], [0.28, -2.17, -0.56], [3.25, -2.73, 0.57], [0.81, -2.60, 3.34], [0.46, -3.91, 2.16], [-2.51, -2.49, 1.15], [-1.32, -3.82, 0.92], [0.33, 0.85, 3.37], [-0.39, 2.08, 3.22], [-0.70, 2.83, 4.42], [-1.63, 3.92, 3.89], [-1.98, 3.48, 2.55], [-2.53, 4.50, 1.69], [-1.24, 2.38, 2.20], [-1.30, 1.62, 1.14], [-2.29, 1.90, 0.09], [-1.65, 2.59, -1.13], [-0.74, 1.66, -1.80], [-0.22, 1.92, -2.96], [0.60, 0.99, -3.55], [0.57, -0.42, -3.24], [0.93, 1.37, -4.91], [0.56, 2.85, -4.93], [-0.35, 2.99, -3.80], [-0.78, 4.33, -3.46], [1.28, 1.05, 3.87], [0.53, 0.42, 2.38], [-0.24, 0.12, 3.97], [0.21, 3.24, 4.86], [-1.19, 2.19, 5.16], [-1.13, 4.89, 3.84], [-2.54, 4.04, 4.49], [-2.28, 5.48, 2.09], [-3.62, 4.43, 1.63], [-2.11, 4.44, 0.69], [-3.12, 2.50, 0.47], [-2.69, 0.94, -0.24], [-1.09, 3.47, -0.78], [-2.45, 2.90, -1.80], [-0.26, -0.63, -2.54], [1.54, -0.75, -2.83], [0.38, -0.99, -4.15], [0.32, 0.79, -5.62], [1.98, 1.19, -5.12], [0.06, 3.14, -5.86], [1.44, 3.49, -4.78], [-0.54, 4.98, -4.31], [-0.27, 4.72, -2.58], [-1.86, 4.37, -3.32], [1.75, 3.00, -1.00], [1.79, 2.02, -0.02], [2.25, 0.85, -0.85], [2.98, 2.29, 0.88], [4.16, 2.52, 0.31], [3.14, 1.20, 1.67], [2.72, 3.31, 1.70]],
  "homo_ev": [-11.44, -11.46],
  "charge": 1,
  "largest_force_ha_per_bohr": 0.0605,
  "orbital_gap_ev": [9.57, 9.61],
  "spin_multiplicity": 3,
  "e_lumo_ev": [-1.87, -1.86]
}

---

{
  "formula": "C18H29N2O3P2Ti",
  "method": "ωB97M-V/def2-TZVPD",
  "species": ["C", "C", "N", "C", "C", "C", "C", "P", "Ti", "P", "C", "C", "C", "C", "C", "C", "C", "O", "O", "H", "H", "H", "C", "C", "H", "H", "H", "H", "C", "C", "H", "H", "H", "H", "H", "H", "H", "H", "H", "H", "H", "H", "H", "H", "H", "H", "H", "H", "H", "H", "H", "H", "O", "C", "N"],
  "coordinates": [[-2.43, -2.64, 1.73], [-1.49, -1.98, 0.99], [-0.96, -0.82, 1.46], [-1.65, -0.09, 2.33], [-2.71, -0.65, 2.99], [-3.10, -1.98, 2.74], [-0.96, -2.53, -0.24], [0.60, -1.88, -0.92], [0.71, -0.03, 0.51], [-0.26, 2.12, 1.27], [-1.29, 1.33, 2.59], [1.68, 0.39, -1.34], [3.04, 0.15, -1.24], [3.93, 1.11, -1.77], [3.42, 2.22, -2.41], [2.05, 2.39, -2.63], [1.15, 1.46, -2.08], [-2.79, -1.95, -1.93], [-2.77, 0.18, -1.08], [-2.67, -3.65, 1.44], [-3.27, -0.05, 3.70], [-3.90, -2.44, 3.27], [1.85, -3.12, -0.42], [0.44, -2.18, -2.70], [-2.19, 1.96, 2.68], [-0.73, 1.44, 3.53], [-1.67, -2.48, -0.82], [-0.73, -3.64, -0.14], [0.75, 3.39, 2.08], [-1.55, 3.05, 0.32], [3.46, -0.80, -0.86], [5.00, 0.96, -1.71], [4.11, 2.98, -2.81], [1.66, 3.22, -3.21], [0.08, 1.49, -2.29], [-1.82, 0.10, -1.12], [-3.09, 0.80, -1.76], [-2.83, -0.98, -1.58], [-3.60, -2.47, -1.85], [-0.61, 0.45, -0.48], [1.57, -4.10, -0.83], [2.83, -2.87, -0.81], [1.95, -3.19, 0.66], [0.73, -3.21, -2.91], [-0.61, -2.02, -2.96], [1.08, -1.51, -3.24], [-2.02, 3.74, 0.99], [-1.04, 3.56, -0.49], [-2.23, 2.31, -0.08], [0.10, 4.10, 2.59], [1.43, 2.91, 2.79], [1.34, 3.89, 1.31], [4.38, 0.87, 2.73], [3.34, 0.54, 2.22], [2.28, 0.19, 1.74]],
  "homo_ev": -10.78,
  "charge": 1,
  "largest_force_ha_per_bohr": 0.2160,
  "orbital_gap_ev": 7.36,
  "spin_multiplicity": 1,
  "e_lumo_ev": -3.42
}

---

{
  "formula": "C18H29N2O5ReS",
  "method": "ωB97M-V/def2-TZVPD",
  "species": ["Re", "C", "C", "O", "C", "C", "O", "C", "C", "O", "C", "C", "O", "C", "C", "O", "H", "H", "H", "H", "H", "H", "H", "H", "H", "H", "H", "H", "H", "H", "H", "H", "H", "H", "H", "H", "C", "C", "C", "C", "C", "C", "C", "H", "H", "H", "H", "H", "N", "C", "N", "S", "H", "H", "H", "H"],
  "coordinates": [[-0.23, -0.29, -0.70], [3.09, -1.56, -0.18], [2.67, -1.02, 1.15], [2.37, 0.35, 1.00], [1.92, 0.94, 2.20], [1.45, 2.34, 1.91], [0.26, 2.27, 1.15], [-0.16, 3.48, 0.58], [-1.14, 3.14, -0.52], [-0.61, 2.24, -1.49], [0.46, 2.78, -2.25], [0.89, 1.72, -3.22], [1.26, 0.56, -2.46], [2.42, -0.14, -2.90], [2.28, -1.57, -2.44], [1.96, -1.60, -1.06], [3.49, -2.57, -0.08], [3.86, -0.91, -0.61], [3.49, -1.15, 1.86], [1.80, -1.56, 1.53], [2.73, 0.97, 2.94], [1.09, 0.36, 2.62], [2.22, 2.89, 1.35], [1.27, 2.88, 2.86], [0.71, 4.04, 0.20], [-0.66, 4.12, 1.31], [-1.48, 4.06, -1.01], [-2.00, 2.63, -0.10], [1.31, 3.05, -1.60], [0.14, 3.68, -2.79], [1.75, 2.07, -3.80], [0.08, 1.45, -3.89], [3.31, 0.35, -2.47], [2.50, -0.10, -3.99], [3.20, -2.14, -2.64], [1.45, -2.05, -2.96], [-0.90, -0.80, 0.83], [-1.48, -1.22, 2.09], [-1.87, -0.26, 3.03], [-2.43, -0.65, 4.23], [-2.60, -2.00, 4.52], [-2.21, -2.96, 3.59], [-1.65, -2.57, 2.38], [-1.73, 0.79, 2.79], [-2.73, 0.10, 4.95], [-3.03, -2.30, 5.46], [-2.33, -4.01, 3.82], [-1.34, -3.32, 1.66], [-3.51, -2.37, -3.41], [-2.76, -1.86, -2.43], [-3.14, -2.02, -1.17], [-1.33, -1.02, -2.87], [-4.36, -2.88, -3.23], [-3.22, -2.24, -4.36], [-3.98, -2.51, -0.92], [-2.54, -1.62, -0.44]],
  "homo_ev": [-9.09, -10.42],
  "charge": 1,
  "largest_force_ha_per_bohr": 0.0035,
  "orbital_gap_ev": [7.14, 8.17],
  "spin_multiplicity": 4,
  "e_lumo_ev": [-1.95, -2.25],
  "relative_energy_kcal_mol": 0.0
}

---

Q: charge of number 2 (C18H29F5N6O5Pr)?
A: +1